# 1
Formula: C27H26IrN5O3S2
Source: OMol25
Level of theory: ωB97M-V with the def2-TZVPD basis set

**Spin multiplicity**: 1
**Molecular weight**: 724.89 g mol⁻¹
**Lowest unoccupied orbital energy**: -7.94 eV
**Total energy**: -2444.21549 Eh
**Energy above the lowest of the compared OMol25 structures with the same formula, charge and spin**: 6.96 kcal per mole
**Total charge**: +2
**Frontier orbital gap**: 4.99 eV
**Highest occupied orbital energy**: -12.924 eV

```
64
Properties=species:S:1:pos:R:3:forces:R:3:lowdin_charge:R:1
Ir 0.9515 -0.6700 0.3318 0.135 -0.062 0.144 1.111
O -1.9324 5.0195 -1.5726 0.046 0.027 0.121 0.003
C -0.9774 4.5827 -2.2332 -0.131 0.067 -0.488 -0.674
O -0.5670 4.7707 -3.3807 0.033 0.032 0.198 0.030
C -0.2619 3.4114 -1.5080 0.191 -0.018 0.149 -0.069
C 0.5159 2.5287 -2.2526 -0.085 0.021 -0.091 0.092
C 0.8328 1.3068 -1.7001 -0.086 0.016 0.162 -0.170
N 0.4122 1.0294 -0.4488 0.163 0.065 -0.018 -0.074
C -0.2272 1.9149 0.3427 0.047 0.018 -0.171 -0.170
C -0.5822 3.1371 -0.1798 0.015 0.043 0.026 0.076
C -0.5110 1.3865 1.6942 -0.125 0.038 0.115 -0.175
C -1.2411 2.0818 2.6404 0.039 -0.020 -0.006 0.043
C -1.4855 1.4929 3.8728 -0.011 0.026 0.001 0.006
C -1.0098 0.2155 4.1242 0.007 -0.032 0.007 -0.009
C -0.2917 -0.4322 3.1374 0.055 0.014 -0.015 -0.098
N -0.0311 0.1414 1.9586 -0.146 -0.020 -0.040 -0.076
C 1.5720 0.1846 -2.3259 -0.004 0.001 -0.152 -0.177
C 2.0197 0.2090 -3.6322 0.010 -0.005 0.041 0.043
C 2.6734 -0.9046 -4.1443 -0.003 0.030 -0.024 0.010
C 2.8483 -2.0192 -3.3425 -0.007 -0.034 0.028 -0.003
C 2.3777 -1.9854 -2.0425 0.037 -0.006 0.028 -0.091
N 1.7714 -0.9076 -1.5385 -0.034 0.037 -0.079 -0.091
H 0.7535 2.8403 -3.2641 0.051 -0.045 0.010 0.138
H -1.1808 3.8852 0.3276 0.002 -0.066 0.076 0.141
H -1.6161 3.0698 2.4137 0.009 0.003 -0.004 0.135
H -2.0492 2.0283 4.6249 -0.002 -0.009 0.005 0.134
H -1.1907 -0.2788 5.0679 -0.002 0.004 0.002 0.127
H 0.0896 -1.4368 3.2662 -0.007 0.001 0.017 0.115
H 1.8542 1.0849 -4.2434 0.002 0.002 0.002 0.135
H 3.0306 -0.8989 -5.1652 -0.001 -0.009 0.000 0.135
H 3.3328 -2.9110 -3.7126 0.006 0.004 -0.003 0.128
H 2.4706 -2.8295 -1.3720 -0.001 -0.005 -0.012 0.115
N -3.1565 -1.1785 0.6140 0.010 -0.007 0.100 0.174
C -2.2410 -0.9792 -0.3178 -0.086 0.039 0.060 -0.699
S -0.7948 -2.0073 -0.2367 -0.003 0.006 -0.030 0.766
N -2.4302 -0.1282 -1.2996 0.039 0.043 -0.032 0.110
C -3.5696 0.7441 -1.4683 -0.051 0.032 -0.004 -0.218
C -4.8632 0.2421 -1.4016 -0.081 -0.015 -0.054 -0.046
C -5.9270 1.1216 -1.5545 0.005 -0.037 0.010 -0.048
C -5.6963 2.4715 -1.7825 0.049 -0.007 0.010 -0.035
C -4.3972 2.9531 -1.8850 -0.118 0.041 -0.010 -0.015
C -3.3302 2.0830 -1.7352 0.010 -0.081 0.023 0.008
H -2.9587 -1.8199 1.3638 -0.011 -0.027 -0.014 0.115
H -4.0586 -0.7197 0.5763 0.034 0.020 -0.016 0.117
H -1.6820 -0.0462 -1.9726 0.001 -0.045 -0.058 0.145
H -5.0533 -0.8200 -1.2982 0.014 0.000 0.002 0.122
H -6.9386 0.7416 -1.5131 -0.003 0.001 -0.003 0.119
H -6.5312 3.1489 -1.8971 -0.008 -0.005 -0.007 0.121
H -4.2005 4.0011 -2.0721 0.086 -0.016 -0.006 0.119
H -2.3207 2.4512 -1.8298 -0.160 -0.026 -0.024 0.086
O 1.8039 -2.3970 1.2460 -0.021 0.063 -0.085 -0.717
S 2.9761 -1.9249 2.1527 0.126 -0.062 0.101 1.000
C 4.5170 -2.3633 1.3045 -0.053 -0.070 -0.004 -0.300
C 5.3575 -3.0841 2.3528 0.049 0.020 -0.001 -0.212
C 4.3963 -4.0419 3.0509 -0.042 -0.017 0.016 -0.203
C 3.1634 -3.2177 3.4197 -0.042 0.023 -0.023 -0.278
H 4.9632 -1.4672 0.8788 0.017 0.008 0.024 0.101
H 4.2073 -3.0471 0.5107 0.010 0.026 -0.018 0.100
H 5.7807 -2.3717 3.0641 -0.005 0.005 -0.006 0.128
H 6.1912 -3.5972 1.8759 -0.013 -0.020 0.005 0.133
H 4.8321 -4.4857 3.9440 0.006 -0.003 -0.004 0.131
H 4.1145 -4.8535 2.3790 0.010 0.004 -0.007 0.128
H 3.2761 -2.6940 4.3689 0.020 0.003 -0.003 0.103
H 2.2191 -3.7617 3.4185 0.006 -0.014 0.027 0.105
```
Forces are in eV/Å.


# 2
Formula: C20H42O15S3
Source: OMol25
Level of theory: ωB97M-V with the def2-TZVPD basis set

**Spin multiplicity**: 1
**Molecular weight**: 618.74 g mol⁻¹
**Structure (SMILES)**: CCCCCCCCCOCCOCOCC.O=S1(=O)OCCO1.O=S1(=O)OCCO1.O=S1(=O)OCCO1
**Lowest unoccupied orbital energy**: 0.42 eV
**Total energy**: -3110.25461 Eh
**Frontier orbital gap**: 9.17 eV
**Highest occupied orbital energy**: -8.751 eV

```
80
Properties=species:S:1:pos:R:3:forces:R:3:lowdin_charge:R:1
C 5.8436 -2.4737 0.3391 0.323 -0.489 0.304 -0.108
C 7.2336 -1.8482 0.5865 -0.024 -0.283 -0.412 -0.243
C 7.6455 -0.7056 -0.3690 -0.285 -0.036 0.076 -0.221
C 6.5232 0.2038 -0.8766 0.668 0.983 0.128 -0.221
C 5.8236 1.0355 0.2306 -0.939 -1.199 -0.310 -0.183
C 4.3048 0.7203 0.2605 0.411 1.055 0.202 -0.221
C 3.5114 1.8420 0.9396 0.123 -0.339 0.468 -0.207
C 2.0446 1.5166 1.2872 0.177 0.302 -0.243 -0.147
C 1.2490 0.7451 0.2154 -0.436 0.710 0.020 -0.210
O 0.6686 -0.4582 0.6858 0.125 -0.244 -0.249 -0.149
C 1.5207 -1.5927 0.6368 -0.107 0.172 0.346 -0.171
C 1.7945 -2.1352 -0.7597 0.319 -0.616 0.454 -0.180
O 0.7405 -2.9997 -1.1716 0.054 0.726 -0.228 -0.088
C -0.2797 -2.2647 -1.8280 -0.380 0.062 -0.601 -0.265
O -1.5437 -2.6975 -1.4679 0.278 0.412 -0.010 -0.086
C -2.0572 -2.0289 -0.3192 -1.080 -0.391 0.702 -0.230
C -1.7827 -2.7848 0.9970 -0.191 0.038 -0.299 -0.051
H 5.1394 -2.2189 1.1325 -0.122 0.212 -0.243 0.059
H 5.9336 -3.5631 0.3814 -0.059 0.054 -0.022 0.068
H 5.4257 -2.2436 -0.6400 -0.051 0.155 0.095 0.062
H 7.3262 -1.5567 1.6345 -0.067 0.132 -0.071 0.097
H 7.9628 -2.6495 0.4377 0.099 0.132 0.175 0.093
H 8.3778 -0.0691 0.1381 0.037 -0.084 -0.043 0.106
H 8.1610 -1.1365 -1.2329 -0.062 0.003 0.015 0.104
H 7.0058 0.9312 -1.5414 -0.042 -0.180 -0.127 0.103
H 5.8003 -0.3163 -1.5069 -0.013 -0.146 0.193 0.091
H 6.1963 0.7081 1.2057 0.275 0.472 0.007 0.110
H 5.9659 2.1065 0.0842 0.184 -0.040 0.120 0.106
H 3.9528 0.6222 -0.7689 -0.043 -0.388 0.084 0.103
H 4.1946 -0.2009 0.8317 -0.315 -0.152 -0.349 0.086
H 3.5612 2.7574 0.3400 0.007 -0.144 -0.131 0.111
H 4.0406 2.0794 1.8716 -0.122 0.114 -0.024 0.110
H 1.5422 2.4773 1.4345 -0.049 -0.100 0.122 0.107
H 1.9632 1.0045 2.2496 0.083 -0.209 -0.157 0.119
H 0.4038 1.3721 -0.0818 0.004 -0.218 0.043 0.099
H 1.8293 0.6041 -0.7030 0.115 -0.232 0.147 0.104
H 0.9904 -2.3821 1.1746 0.022 0.056 -0.040 0.122
H 2.4402 -1.4013 1.2064 0.105 0.075 -0.264 0.109
H 2.6940 -2.7569 -0.7066 -0.037 0.031 -0.028 0.120
H 1.9877 -1.3583 -1.5058 -0.033 0.045 0.075 0.117
H -0.1866 -1.1898 -1.6288 0.128 -0.096 0.203 0.125
H -0.1935 -2.3951 -2.9148 0.049 -0.303 0.079 0.136
H -3.1418 -2.0276 -0.4428 0.070 0.073 -0.235 0.096
H -1.7637 -0.9771 -0.2699 0.397 -0.168 -0.171 0.100
H -1.4072 -2.1263 1.7817 0.266 -0.097 -0.109 0.074
H -1.1138 -3.6164 0.7739 0.217 0.164 0.249 0.076
H -2.7136 -3.2122 1.3671 0.068 -0.034 -0.002 0.042
O -1.8552 1.9585 0.3758 0.039 -0.550 1.418 -0.243
S -2.9401 1.5859 1.2084 -0.173 -0.012 -0.031 0.605
O -2.7540 1.0294 2.5014 0.123 0.115 0.012 -0.212
O -3.9061 0.6333 0.3636 0.049 0.233 -0.151 -0.185
C -5.2284 1.1877 0.3072 -0.058 0.478 0.211 -0.175
C -5.0174 2.6835 0.4009 0.185 0.083 -0.549 -0.150
O -3.9443 2.8302 1.3401 -0.117 -0.217 0.205 -0.178
H -5.7884 0.8192 1.1562 -0.062 0.132 0.064 0.102
H -5.7205 0.8900 -0.6122 0.163 -0.144 -0.039 0.136
H -5.9009 3.2106 0.7508 0.117 0.033 0.227 0.135
H -4.6972 3.1059 -0.5548 -0.020 -0.011 -0.002 0.129
O -6.7860 -1.0122 0.6407 -0.183 -0.575 -0.077 -0.230
S -6.2456 -2.0220 1.4840 -0.132 -0.189 0.182 0.617
O -4.9663 -2.5763 1.2435 -0.090 0.145 -0.075 -0.196
O -7.3232 -3.1974 1.6190 -0.122 0.300 0.013 -0.179
C -7.6573 -3.4087 2.9973 0.216 -0.243 0.303 -0.158
C -7.4664 -2.0532 3.6446 -0.425 0.160 -0.064 -0.158
O -6.3052 -1.5151 2.9991 0.123 -0.250 -0.018 -0.178
H -6.9694 -4.1498 3.4081 -0.005 0.019 0.023 0.136
H -8.6771 -3.7734 3.0843 -0.025 0.035 -0.238 0.136
H -7.3060 -2.1163 4.7169 0.246 0.064 -0.039 0.137
H -8.3103 -1.3904 3.4411 -0.024 -0.036 0.022 0.134
O -1.3975 5.0698 -1.3447 0.019 -0.081 0.095 -0.209
S -1.3834 3.9459 -2.2106 0.083 0.016 -0.227 0.609
O -1.8035 2.6669 -1.7774 -0.103 0.501 -1.220 -0.228
O 0.0789 3.8361 -2.8638 -0.114 0.280 0.021 -0.187
C -0.0086 3.8825 -4.2917 -0.082 -0.330 -0.261 -0.165
C -1.2412 4.7169 -4.5718 0.186 0.413 0.011 -0.168
O -2.1743 4.3221 -3.5612 0.127 -0.295 -0.006 -0.189
H -0.1228 2.8620 -4.6633 -0.016 0.019 -0.028 0.134
H 0.8949 4.3207 -4.7075 0.068 0.043 0.212 0.134
H -1.6564 4.5354 -5.5593 -0.179 -0.113 0.103 0.135
H -1.0361 5.7832 -4.4530 0.038 -0.011 -0.039 0.133
```
Forces are in eV/Å.


# 3
Formula: C2H5ClOS
Source: OMol25
Level of theory: ωB97M-V with the def2-TZVPD basis set

**Spin multiplicity**: 1
**Molecular weight**: 112.58 g mol⁻¹
**Lowest unoccupied orbital energy**: 0.59 eV
**Total energy**: -1012.70628 Eh
**Energy above the lowest of the compared OMol25 structures with the same formula, charge and spin**: 64.14 kcal per mole
**Frontier orbital gap**: 9.07 eV
**Highest occupied orbital energy**: -8.480 eV

```
10
Properties=species:S:1:pos:R:3:forces:R:3:lowdin_charge:R:1
C -0.1356 -1.8208 1.2655 -0.339 -2.351 -1.507 -0.431
C -0.6156 1.0912 -0.9412 -1.759 1.356 1.359 -0.616
O -0.3051 0.1118 -1.6813 1.179 -1.187 -1.431 -0.146
S 0.4079 2.4732 -0.9611 1.926 -0.560 -1.320 0.748
Cl 0.8321 -2.2641 -0.2347 0.834 0.072 0.591 0.409
H -1.0780 -1.9668 0.7025 -0.130 -0.049 1.672 0.016
H 0.1445 -2.5984 2.0620 -0.744 1.574 -1.164 0.061
H -0.0473 -0.7815 1.4742 0.512 0.581 0.455 0.001
H 0.5120 0.1203 -2.2600 -0.480 0.353 0.600 0.119
H -0.3272 3.4004 -0.4180 -0.998 0.210 0.744 -0.160
```
Forces are in eV/Å.


# 4
Formula: C6H19O5
Source: OMol25
Level of theory: ωB97M-V with the def2-TZVPD basis set

**Spin multiplicity**: 1
**Molecular weight**: 171.21 g mol⁻¹
**Lowest unoccupied orbital energy**: 3.50 eV
**Total energy**: -616.17761 Eh
**Energy above the lowest of the compared OMol25 structures with the same formula, charge and spin**: 32.95 kcal per mole
**Total charge**: -1
**Frontier orbital gap**: 8.21 eV
**Highest occupied orbital energy**: -4.716 eV

```
30
Properties=species:S:1:pos:R:3:forces:R:3:lowdin_charge:R:1
C -0.1959 2.0440 1.7821 -1.269 0.217 2.718 -0.350
O -1.4205 1.7675 1.1516 0.959 -0.234 -1.002 -0.240
C 1.1671 2.1905 1.0235 -1.402 -0.121 1.059 -0.170
C 1.3153 0.9075 0.2129 1.305 0.329 -1.453 -0.227
C 1.7815 -0.2823 1.0520 -2.259 -1.782 -0.373 -0.213
C 1.4935 -2.6261 0.2103 -1.364 -0.963 -2.379 -0.030
C 2.1091 -1.4599 0.1376 0.655 0.521 1.725 -0.186
H -0.0701 1.3651 2.6724 0.511 -1.011 -1.093 0.090
H -0.4858 2.8210 2.5329 0.882 1.179 -1.066 0.092
H 1.2952 3.2121 0.6417 -0.346 -0.562 -1.036 0.099
H 1.9520 2.1591 1.7632 0.263 -0.024 0.700 0.082
H 0.3750 0.6544 -0.2893 0.140 -0.013 0.394 0.074
H 2.0060 0.9712 -0.6696 -0.130 0.415 0.707 0.118
H 2.6040 -0.2353 1.7668 0.186 0.860 -0.151 0.107
H 0.8887 -0.6443 1.6532 0.981 0.520 -0.402 0.126
H 0.4321 -2.8580 0.3592 0.308 0.818 1.507 0.053
H 1.7789 -3.4021 -0.4781 0.928 -0.389 -0.174 0.037
H 3.0631 -1.4020 -0.3971 -0.254 -0.004 0.011 0.100
H -1.4172 1.4252 0.0057 0.491 0.462 0.286 0.005
H -1.6946 1.8172 -1.7342 0.032 -0.245 0.155 0.003
O -1.4234 1.0532 -1.2084 -0.182 0.148 0.093 -0.301
H -0.1558 0.0132 -2.6369 -0.892 -0.267 -0.136 -0.001
H -1.0003 -1.0763 -3.4113 -0.017 0.151 0.601 0.005
O -0.3025 -0.4219 -3.4974 0.744 0.140 -0.437 -0.099
H -1.0188 -2.8395 -1.1400 0.065 0.261 0.090 -0.003
H -2.5092 -2.4641 -1.1874 0.367 0.067 0.005 0.039
O -1.8131 -2.9407 -1.6666 -0.472 -0.118 -0.136 -0.060
H -2.8131 0.2359 1.2235 0.124 0.146 -0.512 0.006
H -2.7181 0.1909 -0.3173 -0.005 0.059 0.310 -0.022
O -3.2232 -0.1755 0.4453 -0.350 -0.558 -0.011 -0.131
```
Forces are in eV/Å.